Density functional theory data (ωB97M-V with the def2-TZVPD basis set) for a molecular structure, C20H26IrN6O2S.

HOMO energy (spin up / spin down), eV: -16.54 / -16.54
DFT total energy, eV: -47847.0722
Relative energy (zero: lowest compared OMol25 entry of this formula, charge and spin), kJ/mol: 11.22
Total charge: +3
Frontier orbital gap (spin up / spin down), eV: 6.1 / 6.1

Geometry as XYZ:
```
56
Properties=species:S:1:pos:R:3:nbo_charge:R:1
Ir 0.3450 1.2560 0.6484 1.130
C 2.5311 4.9942 1.5799 -0.705
C 1.8979 3.9496 0.7277 0.735
O 1.4243 2.9176 1.2809 -0.682
N 1.8466 4.1304 -0.5833 -0.549
C 1.2794 3.1550 -1.4989 -0.259
C -0.2293 3.2025 -1.4204 0.202
C -0.9971 3.9811 -2.2604 -0.204
C -2.3722 4.0344 -2.0818 -0.079
C -2.9440 3.3067 -1.0493 -0.199
C -2.1336 2.5388 -0.2420 0.059
N -0.8006 2.4809 -0.4290 -0.378
H 3.0895 4.5127 2.3794 0.270
H 1.7412 5.6004 2.0289 0.275
H 3.1947 5.6432 1.0130 0.260
H 2.1946 5.0018 -0.9579 0.447
H 1.6616 2.1578 -1.2375 0.200
H 1.6422 3.3560 -2.5038 0.281
H -0.5166 4.5444 -3.0495 0.264
H -2.9865 4.6354 -2.7394 0.272
H -4.0093 3.3230 -0.8674 0.272
H -2.5396 1.9503 0.5675 0.230
N 0.5406 -0.3644 3.9529 -0.710
C 0.2482 0.9065 3.7880 0.378
N 0.7276 1.8479 4.5649 -0.698
S -0.9242 1.3726 2.5265 0.021
H 1.1313 -0.6965 4.7056 0.440
H 0.0949 -1.0546 3.3677 0.443
H 1.3002 1.6503 5.3769 0.439
H 0.4542 2.8053 4.4032 0.447
C -1.4707 -4.4787 -2.0153 -0.432
N -1.5060 -3.3255 -1.1079 -0.121
N -0.3773 -2.6221 -0.7730 -0.184
C -0.7802 -1.4639 -0.2054 0.538
O 0.1201 -0.6383 0.2966 -0.737
C -2.1653 -1.4143 -0.2032 -0.392
C -2.5871 -2.6011 -0.7966 0.307
C -3.9588 -3.0782 -1.1084 -0.673
C 0.9202 -3.2401 -0.6737 0.149
C 2.0171 -2.5792 -1.2022 -0.237
C 3.2693 -3.1632 -1.0798 -0.185
C 3.4086 -4.3916 -0.4479 -0.167
C 2.2973 -5.0420 0.0714 -0.177
C 1.0407 -4.4641 -0.0307 -0.251
H -0.4518 -4.8404 -2.0922 0.255
H -1.8265 -4.1763 -2.9985 0.238
H -2.1035 -5.2639 -1.6099 0.248
H -2.7907 -0.6306 0.1848 0.245
H -4.6905 -2.3258 -0.8282 0.256
H -4.1795 -3.9955 -0.5604 0.265
H -4.0697 -3.2896 -2.1729 0.259
H 1.8906 -1.6449 -1.7325 0.218
H 4.1343 -2.6703 -1.5020 0.240
H 4.3858 -4.8474 -0.3654 0.249
H 2.4055 -5.9989 0.5633 0.249
H 0.1755 -4.9535 0.3991 0.234
```